Computed, not measured: 3 unconnected molecules or ions with the total composition C4H12O2, with ωB97M-V/def2-TZVPD.

```
18
Properties=species:S:1:pos:R:3:nbo_charge:R:1
O 3.39 -0.39 -1.78 -0.983
O -2.73 -0.93 2.43 -0.924
C -0.08 0.56 -0.24 0.029
C 0.55 1.79 -0.50 -0.450
C -1.33 0.14 -0.89 -0.645
C 0.25 -0.48 0.71 -0.670
H 1.48 2.25 -0.13 0.212
H 2.63 -0.24 -1.10 0.496
H -0.47 -1.30 0.95 0.230
H -1.26 -0.82 -1.29 0.210
H 0.45 0.06 1.61 0.231
H -2.24 0.06 -0.24 0.234
H -2.26 -0.97 3.29 0.469
H -0.01 2.47 -1.21 0.197
H 1.21 -1.00 0.50 0.213
H -1.53 0.81 -1.73 0.208
H -2.92 -1.79 2.28 0.458
H 3.25 -1.03 -2.53 0.487
```

## Properties
LUMO ... 0.62 eV
Orbital gap ... 9.52 eV
Highest occupied orbital energy ... -0.32733 Eh
Energy above the lowest of the compared OMol25 structures with the same formula, charge and spin ... 41.77 kcal/mol
Energy ... -310.00636 hartree



Computed, not measured: a molecular structure, C35H43F4N2PPb, with ωB97M-V/def2-TZVPD.

```
86
Properties=species:S:1:pos:R:3:mulliken_charge:R:1
Pb 0.59 0.83 0.40 1.371
P -2.05 0.77 -1.40 1.332
F 0.75 -3.40 -2.82 -0.480
F -1.15 -5.20 -2.61 -0.410
F -2.77 -3.15 1.31 -0.390
F -0.82 -1.36 1.19 -0.462
N 1.01 -1.30 -0.80 0.158
N 3.40 -1.38 0.76 0.764
C -0.59 4.38 -0.19 -1.605
C 0.71 2.39 2.69 0.420
C -1.05 -0.62 -3.57 -0.732
C -2.31 2.21 -2.52 -1.768
C -6.09 0.32 0.76 -0.569
C -1.91 -3.24 0.28 0.366
C -1.08 -4.26 -1.65 0.275
C -3.66 0.63 -0.57 -0.109
C 0.16 3.52 0.77 0.441
C -1.80 3.01 2.39 -1.479
C 4.69 -3.56 0.65 -1.349
C -3.04 -2.55 -3.65 -0.750
C 1.92 2.70 2.02 0.831
C 4.37 -0.68 1.58 -0.360
C -1.02 -1.61 -4.54 -0.766
C -3.69 0.16 0.74 0.061
C 0.62 1.84 4.08 -1.881
C -3.08 -1.56 -2.67 -0.289
C -4.90 0.00 1.41 -1.126
C -0.37 2.91 1.93 0.712
C -2.02 -2.57 -4.59 -0.484
C -0.07 -3.33 -1.75 0.943
C -2.02 -4.25 -0.64 -0.621
C 4.03 -0.75 3.06 -1.833
C 0.09 -2.28 -0.81 0.078
C 2.28 -1.49 -1.48 -1.171
C 3.29 2.53 2.61 -1.413
C 3.38 -2.83 0.94 -0.454
C -6.07 0.79 -0.55 -0.669
C 2.53 4.03 -0.15 -1.901
C -4.87 0.94 -1.21 -0.160
C 3.45 -0.96 -0.63 -1.228
C -0.90 -2.31 0.20 -0.412
C -2.09 -0.58 -2.63 0.644
C 1.58 3.36 0.80 0.528
H 3.48 1.51 2.95 -0.085
H 4.76 -0.17 3.64 0.467
H -7.00 1.03 -1.05 0.413
H 3.07 -3.04 1.97 0.505
H 0.54 2.64 4.82 0.317
H -2.00 3.99 2.83 0.293
H 4.37 -1.25 -1.15 0.348
H 5.40 -1.05 1.42 0.370
H 4.07 2.80 1.90 0.397
H -1.34 2.59 -2.87 0.388
H -2.77 -0.09 1.25 0.554
H 3.03 -0.35 3.24 0.433
H 4.37 0.36 1.26 0.440
H -0.25 1.19 4.22 0.365
H 2.34 -0.95 -2.44 0.298
H 4.06 -1.77 3.44 0.433
H -3.87 -1.57 -1.94 0.345
H -3.81 -3.31 -3.67 0.401
H 3.55 3.65 -0.04 0.454
H -0.25 0.11 -3.52 0.194
H -2.90 1.92 -3.39 0.564
H -1.64 4.08 -0.28 0.284
H 2.56 5.11 0.03 0.336
H 5.11 -3.26 -0.32 0.254
H 5.44 -3.37 1.41 0.309
H -2.51 2.87 1.57 0.224
H 2.24 3.89 -1.19 0.354
H 2.59 -3.23 0.31 0.028
H -2.81 3.02 -1.99 0.503
H -4.92 -0.37 2.42 0.444
H -4.86 1.29 -2.23 0.323
H -2.81 -4.99 -0.59 0.500
H 4.52 -4.64 0.61 0.459
H -1.99 -3.35 -5.34 0.390
H 1.50 1.25 4.34 0.467
H 3.43 0.13 -0.63 0.478
H -0.20 -1.64 -5.25 0.418
H -0.16 4.37 -1.19 0.341
H 2.45 -2.54 -1.72 0.500
H 3.41 3.18 3.48 0.356
H -2.03 2.25 3.14 0.366
H -7.04 0.19 1.28 0.392
H -0.59 5.42 0.14 0.330
```

## Properties
LUMO ... -0.01 eV
Orbital gap ... 6.91 eV
Highest occupied orbital energy ... -0.25448 Eh
Energy above the lowest of the compared OMol25 structures with the same formula, charge and spin ... 5.62 kcal/mol
Energy ... -2402.61952 hartree



Computed, not measured: a gas-phase ion, C3H4O6S2 (charge -2), with ωB97M-V/def2-TZVPD.

```
15
Properties=species:S:1:pos:R:3:nbo_charge:R:1
S -1.00 -1.68 -0.10 2.386
S -1.12 1.33 -0.03 2.393
O -1.54 1.49 1.39 -1.020
O -2.32 -1.48 -0.69 -1.006
O -2.17 1.36 -1.05 -1.009
O -1.02 -2.09 1.36 -1.038
O -0.17 2.41 -0.36 -1.088
O -0.20 -2.64 -0.86 -1.066
C 2.15 0.68 0.26 -0.429
C 1.21 -0.22 0.36 -0.166
C -0.12 -0.13 -0.30 -0.850
H 1.88 1.56 -0.29 0.236
H 3.16 0.51 0.80 0.163
H 1.36 -1.13 0.95 0.219
H -0.10 0.03 -1.44 0.275
```

## Properties
LUMO ... 6.26 eV
Orbital gap ... 7.76 eV
Highest occupied orbital energy ... -0.05525 Eh
Energy above the lowest of the compared OMol25 structures with the same formula, charge and spin ... 0.00 kcal/mol
Energy ... -1364.53489 hartree
Total charge ... -2



> Number 3 is which compound?

C3H4O6S2